73
Properties=species:S:1:pos:R:3:mulliken_spin:R:1 method="wB97M-V/def2-TZVPD" lumo_energy_ev="-3.004 / -2.839" s_squared=12.608 max_force_ev_per_a=1.37 homo_energy_ev="-9.76 / -9.79" gap_ev="6.753 / 6.952" spin_multiplicity=7 total_energy_ha=-3264.44864 total_charge=+1
H 3.0349 1.4037 -3.9966 0.00
C -3.6609 2.1786 2.3588 0.00
H -4.7497 -0.3885 -4.4477 0.00
H -1.7168 -4.9805 3.7450 0.00
C 3.3690 0.9896 2.0378 0.00
C -4.2588 -0.7017 -3.5358 0.00
Tb 0.4468 -1.5206 -0.0456 6.15
C -0.8797 -3.5333 2.3923 0.00
C -0.0568 4.1430 -2.6679 0.00
H 0.2670 -4.9128 5.2496 0.00
C 3.4219 -1.8017 3.3222 0.00
H 2.5209 -4.0118 5.7435 0.00
H 4.1705 2.8900 -2.3504 0.00
C 1.3057 -3.4535 4.0528 0.00
H 0.1622 2.2958 -5.4960 0.00
H -5.5129 -2.4161 -3.2550 0.00
H -1.7289 -3.5588 1.7173 0.00
N -0.4900 0.2871 1.8231 -0.01
H -2.2627 1.1885 3.6441 0.00
C 2.2808 0.0914 -2.4710 0.01
H 3.2832 0.7512 3.0887 0.00
H 4.4154 -2.5790 5.0525 0.00
H -2.8713 0.9335 -3.5653 0.00
H 4.7209 3.3907 0.0422 0.00
C -2.9828 -1.5073 -1.2153 0.00
C 4.0421 2.1579 1.6538 0.00
C 2.8590 0.5387 -0.2764 -0.02
C -3.1874 2.0976 0.0109 0.00
N 0.1100 -2.7240 2.0646 -0.01
H -3.4564 2.3284 -1.0128 0.00
H 0.3126 0.9118 1.7735 0.00
N 2.1245 -1.0352 1.3760 -0.02
C 2.4648 -3.4035 4.8504 0.00
H 4.4706 2.7877 2.4227 0.00
C 3.0015 1.1998 -2.9359 0.00
C 2.2857 -1.7734 2.5276 0.02
N 2.1955 -0.2272 -1.1943 -0.01
C -0.8750 -4.3355 3.5382 0.00
H -0.6667 3.4050 -0.7494 0.00
C -4.0535 -2.2374 -1.6971 0.00
H 0.0909 5.1529 -2.3081 0.00
C -2.0468 1.3366 0.2621 0.00
C 1.2090 -2.6586 2.8809 -0.01
C -3.1925 0.0403 -3.0455 0.00
C -0.4880 3.1607 -1.7885 0.00
H -4.2992 2.4847 3.1769 0.00
H 1.7577 -0.5519 -3.1708 0.00
C -2.5185 1.4413 2.6213 0.00
C -0.6946 1.8610 -2.2452 0.00
C 3.6267 2.0091 -2.0307 0.00
H -4.8685 3.1196 0.8527 0.00
C 0.1697 3.8337 -4.0009 0.00
C -0.4369 1.5467 -3.5818 0.00
H -0.4938 -0.0788 2.7685 0.00
C -0.0192 2.5362 -4.4561 0.00
C -1.6964 1.0327 1.5782 -0.01
C 0.2614 -2.8277 -2.8220 0.00
H -0.5739 0.5287 -3.9329 0.00
C 4.1729 2.5052 0.3371 0.00
C 3.5724 1.7022 -0.6526 0.00
P -1.1450 0.5221 -1.1073 -0.05
H 4.2738 -1.2031 3.0334 0.00
C -2.5440 -0.3641 -1.8855 -0.01
N 0.0671 -2.9607 -1.6541 -0.01
H 0.4927 4.6072 -4.6854 0.00
S 0.4990 -2.6355 -4.3767 0.00
C 0.2162 -4.2963 4.3605 0.00
C 3.5045 -2.6014 4.4683 0.00
H -2.4930 -1.8152 -0.2938 -0.01
C -3.9859 2.5277 1.0549 0.00
C 2.8101 0.1298 1.1018 0.00
C -4.6857 -1.8372 -2.8663 0.00
H -4.3972 -3.1163 -1.1676 0.00

---

79
Properties=species:S:1:pos:R:3:lowdin_charge:R:1 method="wB97M-V/def2-TZVPD" lumo_energy_ev=-0.058 relative_energy_ev=0.000 max_force_ev_per_a=0.87 homo_energy_ev=-7.41 gap_ev=7.347 total_energy_ha=-2716.05024
C 4.8845 3.5755 -1.6742 -0.92
C -2.5086 5.1575 -3.0830 -0.02
N 0.4708 0.0404 0.9993 0.05
C -4.2636 -7.9858 1.0725 -0.02
H 0.5751 0.8547 -3.5173 0.11
H 6.0896 5.4775 0.6944 0.11
C -1.3907 -3.1880 -0.8504 -0.17
C -0.1601 -1.0059 0.4409 -0.14
N 0.2480 -0.0099 -1.7013 0.04
H -1.2334 -3.0480 -3.5710 0.12
C -1.4315 5.8016 -0.6105 -0.04
C -4.2386 -7.9549 -1.3325 0.01
C -0.7171 -2.0409 1.2283 -0.07
O 0.8474 3.1171 -1.5773 -0.22
H -0.3033 -1.0768 -4.8296 0.11
C 4.2772 5.9605 -0.4001 -0.05
H 2.1030 4.9711 2.2782 0.12
C -0.2475 -1.0521 -1.0134 -0.15
C 5.4041 5.1706 -0.0906 -0.12
C -0.8294 -2.1804 -3.0662 0.01
H 3.1186 3.9129 -2.6428 0.12
C 0.0152 -0.8431 3.1706 -0.04
N 3.7734 4.3372 -2.0028 0.07
C -1.4029 4.4495 -2.6103 -0.27
C -1.3381 -3.1146 0.5292 -0.13
C -3.5132 -6.7877 -1.3142 -0.01
H -0.1375 3.1014 -2.8619 0.05
C 4.0726 3.8071 3.6318 -0.03
H -6.3092 -11.2359 0.6027 0.09
C -4.6309 -8.5616 -0.1366 -0.28
H 0.1081 -0.7267 4.2414 0.11
C -3.1505 -6.1872 -0.1015 -0.16
H -6.4180 -9.7246 1.5305 0.10
H -4.9018 -10.6675 1.5252 0.10
H -4.5365 -8.4469 2.0115 0.10
H -4.5164 -8.4308 -2.2636 0.12
H -1.0073 6.0182 0.3596 0.10
O -0.8968 3.4707 -3.3822 0.05
C 2.2904 3.9572 1.9233 -0.11
C 3.4629 5.4839 -1.3798 -0.07
C 0.2929 3.9914 -0.8238 -0.44
H -2.9220 4.8741 -4.0421 0.11
C -5.7610 -10.3553 0.9255 -0.08
C 5.1276 3.1219 4.2053 -0.07
H 3.8115 4.8037 3.9637 0.11
H 4.0654 6.8829 0.1163 0.10
C 3.3453 3.2051 2.6002 -0.29
C -2.5102 6.5141 -1.0941 -0.10
C -2.3993 -4.9358 -0.1388 -0.26
C 0.1910 -0.0277 -3.0158 -0.12
H 1.0521 0.9996 2.6999 0.10
H -2.9381 7.3165 -0.5079 0.09
C -3.5304 -6.8081 1.0818 -0.03
C 4.6305 1.3071 2.7573 -0.13
C -0.3199 -1.1039 -3.7491 -0.03
N 5.6970 4.0478 -0.6918 0.07
H -2.1299 -4.5108 1.9235 0.15
C 5.4241 1.8434 3.7587 -0.06
N 1.6326 3.4960 0.9222 -0.06
N 3.6250 1.9608 2.1929 0.06
N 0.6848 4.2932 0.4040 0.04
C -3.0474 6.1846 -2.3360 -0.09
H -3.2085 -6.3076 -2.2330 0.11
O -5.3553 -9.6965 -0.2573 -0.07
H 6.2474 1.2772 4.1707 0.10
N -2.0487 -4.3181 -1.2439 0.19
H -1.0227 -2.7099 3.2586 0.11
H 5.7151 3.5779 4.9916 0.11
H -3.8990 6.7343 -2.7173 0.10
S 5.1433 2.1388 -2.4585 0.54
H -3.2621 -6.3839 2.0424 0.10
C 0.5452 0.1237 2.3123 -0.12
H 4.8111 0.3058 2.3781 0.11
N -1.9860 -4.2416 0.9680 0.18
C -0.8294 -2.1563 -1.6661 -0.08
H 2.5563 5.9836 -1.6926 0.14
C -0.6100 -1.9358 2.6224 0.00
Tl 2.3796 1.3452 -0.5016 0.83
C -0.8563 4.7672 -1.3521 -0.08

---

81
Properties=species:S:1:pos:R:3:mulliken_spin:R:1 method="wB97M-V/def2-TZVPD" lumo_energy_ev="-4.336 / -4.302" relative_energy_ev=0.800 s_squared=0.758 max_force_ev_per_a=5.33 homo_energy_ev="-9.41 / -9.42" gap_ev="5.078 / 5.119" spin_multiplicity=2 total_energy_ha=-3795.94739 total_charge=+1
P -1.3234 -1.5021 1.0075 0.01
C -0.5022 -4.1871 -1.9107 0.00
H 2.4126 1.4501 -4.5277 0.00
H 5.0865 3.6278 -1.9513 0.00
C 4.3864 2.7884 -2.1417 0.01
C 1.6241 -3.3225 -1.4024 0.01
N -3.5246 5.1798 0.9034 0.00
C -1.9576 2.3503 -1.7117 0.00
N 2.9563 1.0342 -1.3395 -0.01
H 3.7415 2.2103 4.8315 0.00
O -4.9585 3.1802 -3.4347 0.00
Ti 1.8515 0.5254 0.3662 1.00
C -4.1911 -1.6594 0.6355 0.00
H 6.1963 2.0387 1.4504 0.00
C -3.1413 3.0416 -2.0633 0.00
C 2.3254 0.9055 -2.5325 0.01
C -5.2411 -1.5170 -0.2442 0.00
N 3.5749 1.8968 2.3769 0.00
H 1.6182 0.1852 -2.7073 0.00
H -4.2569 -2.1430 1.5652 0.00
C -2.7503 -0.7540 -1.1588 0.00
C 5.7593 2.5954 0.6003 0.00
C -1.0527 -3.9401 2.3498 0.00
H -2.3721 -5.0828 5.1543 0.00
C -2.1823 -4.4247 4.3576 0.00
H -1.0868 4.2782 0.9735 0.00
O -3.1437 2.0425 -4.0615 0.00
H 2.3092 1.2809 5.2551 0.00
C -5.1186 -1.0631 -1.5501 0.00
C -3.8684 -0.6870 -2.0395 0.00
C 0.0589 2.0510 -0.3360 -0.01
O -4.6424 5.7306 0.6954 0.00
C 3.8679 2.5630 -3.4231 0.01
C -2.8901 4.4172 -0.1395 0.00
H -3.7195 -0.4642 -3.0962 0.00
O -3.0296 5.1108 2.0275 0.00
H 4.2552 3.1252 -4.2751 0.00
H -1.7031 1.4341 -2.2008 0.00
S 1.4098 0.3786 2.8565 0.00
C -2.9168 -1.2257 0.1863 0.00
H -2.9642 -1.3174 3.3255 0.00
N 3.5947 1.4665 1.0267 -0.01
C 0.8360 -4.1863 -2.1422 0.00
C 3.3253 -1.6803 0.0987 -0.01
C 1.8973 -1.3906 0.0195 -0.10
H -2.1501 -3.4612 -0.8221 0.00
H 3.4390 -4.2432 -1.9841 0.00
N 2.9565 1.6128 4.5840 0.00
C 3.8822 -2.6679 -0.6764 0.00
C -3.7315 4.0276 -1.2488 0.00
C -1.0959 -3.3207 -0.9722 0.00
H 4.9486 -2.9115 -0.7429 0.00
C 2.7512 1.3187 3.2877 -0.01
H -0.7465 -5.7646 3.4255 0.00
H -6.2420 -1.8548 0.0262 0.00
C -1.2582 -4.8223 3.4074 0.00
C 2.8647 1.6355 -3.5980 0.01
H -5.9146 -1.1481 -2.3097 0.00
H -4.6770 4.5744 -1.3861 0.00
C -0.3920 -2.3841 -0.2239 -0.03
H -3.5233 -2.8729 5.1425 0.00
C -1.6276 3.8840 0.1187 0.00
H -0.2892 -4.1505 1.5682 0.00
C -2.5395 -2.2718 3.3410 0.00
H -1.7612 -0.4188 -1.4554 0.00
O 0.9848 2.4944 0.4080 -0.01
C -2.8250 -3.1778 4.3451 0.00
C 3.0350 -3.4429 -1.3857 0.01
C 3.9646 1.9616 -1.1273 0.03
H 5.5744 3.6455 0.9112 0.00
C 4.4715 1.9691 0.2125 0.04
H 6.5513 2.5637 -0.1437 0.00
H 4.3329 2.4921 2.7451 0.00
C -1.6804 -2.6836 2.3303 0.00
O 0.1327 0.8203 -0.7175 -0.02
H 1.2968 -4.8755 -2.8904 0.00
N -3.8291 2.7018 -3.2528 0.00
H -1.1353 -4.8516 -2.4591 0.00
C -1.1838 2.7897 -0.6241 0.00
C 1.0073 -2.3571 -0.4319 0.03
H 3.8585 -1.1511 0.9256 0.01